A 7-piece molecular cluster, C33H50NO26P overall in a non-equilibrium geometry, computed with wB97M-V/def2-TZVPD.

```
! wB97M-V def2-TZVPD RIJCOSX def2/J DEFGRID3
* xyz 0 1
H 2.16895 3.20593 3.50145
H 5.51537 2.51141 -7.70297
C 2.40212 4.16243 3.97855
C -1.61212 1.39898 1.35083
C -6.52142 -6.26951 3.76140
C -3.06309 0.65343 -3.27666
O 5.62754 4.04536 5.11901
H 6.10327 6.15080 9.17873
O -6.69640 -1.14458 -0.44422
H -3.09171 2.45848 -0.74122
C -8.15656 -3.71388 1.98092
H 6.91275 2.64188 -4.51599
H 1.76568 -0.30389 -1.92165
C 5.10374 6.59031 7.31267
O 0.29380 -5.22780 -4.17482
H -3.59314 3.02243 2.23798
C -0.32658 -5.78009 -3.09466
H 3.81536 -1.47411 -3.96333
O -6.47570 -5.08370 3.08473
O -5.70046 -6.63231 4.55051
O -6.38343 1.22975 -2.99877
H 0.22566 3.15174 5.08305
C 2.31648 -8.08930 -3.31336
C -8.50813 -6.06321 2.78171
C 4.17918 0.54228 -5.64751
H -2.49031 4.89803 1.01568
C 1.13974 4.94748 4.26486
H 2.95866 3.96796 4.89798
H 3.90182 0.66713 -2.12361
H -7.19244 -2.17475 -3.28889
H 3.87578 -2.39300 -1.18164
C 5.72569 7.01603 8.62655
H 6.57842 7.67752 8.45627
H 2.28202 -5.48410 -3.76415
C -3.61218 2.37425 1.35627
O 4.07085 1.37420 -6.71940
H -5.23665 -2.95447 0.33083
O -6.93918 -2.73418 -2.51662
H 3.07756 -8.21285 -4.08800
H 4.85612 7.46940 6.70764
H -0.51802 -3.44654 -3.07355
O -1.48824 2.49287 0.54464
C 4.33890 -0.25598 -1.58445
H 2.01759 -9.07885 -2.95900
H -2.31889 4.80017 -0.73029
O -4.85806 -2.97162 -0.58846
H 5.47526 -0.33077 -1.73312
C 1.12205 -7.32406 -3.84431
C 7.33450 2.06117 -5.34125
O -2.91783 1.17347 1.67112
O -4.24448 0.89790 -4.04582
H -0.82529 -0.83769 -3.21746
H 4.03366 5.00362 8.34902
C -2.90136 4.42775 0.11668
C -2.80953 2.91985 0.21210
H 1.65589 -1.79158 -0.78887
H 1.80093 -5.97861 -5.40382
H 3.05082 4.70781 3.28845
H -9.05959 -3.75337 1.36665
C -1.04203 -1.38684 -2.24383
H 0.59879 -7.91629 -4.60317
H -8.41192 -3.27781 2.95091
C -0.10947 -2.72670 -2.28187
O -1.93051 5.17984 2.81547
O 0.31651 5.06149 3.10370
O -2.02488 1.36608 -3.27657
C -0.97908 5.01136 3.52454
C 5.23166 2.19361 -6.69861
H 6.69957 0.60852 -6.80056
H 4.18978 -0.12651 -0.44327
H 4.99855 7.54046 9.25173
N 1.22088 -2.25990 -2.83592
H 2.98594 6.24864 7.62968
H 0.01590 -3.20559 -1.25718
O -2.44831 -1.69408 -2.00023
C 6.25259 1.29104 -6.06964
C 5.21584 4.83473 5.91531
O -7.63332 -6.98220 3.42104
H 1.39086 5.95633 4.61176
O 5.45493 0.52611 -5.16682
P -5.85507 -1.92907 -1.48774
C 3.91628 5.69175 7.50588
C 3.56523 -1.62165 -1.96605
H 8.06869 1.38021 -4.90417
C 1.49577 -5.96287 -4.35645
H -3.93877 4.75044 -0.00686
H 5.01431 3.07932 -6.09329
C 1.96355 -1.43803 -1.83216
O 5.98618 5.75870 6.56050
C -7.55308 -5.09319 2.14870
C -5.32001 0.61082 -3.10315
C -3.31095 -0.70748 -2.48166
H 2.76489 -7.57135 -2.46092
H 7.85356 2.74278 -6.01986
C -4.75036 -0.67727 -2.36409
H -7.44437 -3.03280 1.50756
O 3.91046 4.92781 6.30659
H -4.65025 2.17699 1.08343
O -1.05023 4.73692 4.85691
H 1.07248 -1.72598 -3.70888
O 3.95967 -2.14960 -3.26281
H -9.14585 -6.56117 2.04965
C 0.22933 4.23721 5.22309
H -9.13918 -5.60191 3.54815
O 0.19825 -7.00626 -2.80370
H -0.67170 -0.77774 -1.34526
O 3.27074 -0.08805 -5.18417
O -0.69522 0.72844 1.73150
H 0.46247 4.45957 6.26565
O -1.20985 -5.25473 -2.47977
H -7.17465 -5.46111 1.18846
*
```

HOMO ... -0.306 hartree
DFT total energy ... -99044.8754 eV
SMILES string ... C[C@H](O)CNCCOC1=C(P(=O)(O)O)C(=O)OC1=O.C[C@@H]1COC(=O)O1.C[C@@H]1COC(=O)O1.C[C@@H]1COC(=O)O1.C[C@@H]1COC(=O)O1.C[C@@H]1COC(=O)O1.C[C@@H]1COC(=O)O1
Orbital gap ... 0.268 hartree


C4H20HgO7 as an isolated structure in a non-equilibrium geometry, computed with wB97M-V/def2-TZVPD.

```
! wB97M-V def2-TZVPD RIJCOSX def2/J DEFGRID3
* xyz 1 2
O -2.44888 1.38847 -2.08251
H 1.67714 2.22029 -4.43870
H 0.01563 -2.83045 3.62199
C 1.18282 1.31152 -2.65298
H 1.77720 -1.17717 4.03577
H 1.98861 1.10578 1.85024
H 0.39463 -1.04136 5.11279
O 0.50516 -1.97448 1.87125
H -2.72655 -1.12157 0.16933
H -1.67493 1.09180 -1.60373
O -1.49844 0.70030 1.11054
H 1.15073 0.31962 -3.10376
H 2.21559 1.36615 -2.30872
H -2.18588 0.18455 1.53203
C -0.03080 -1.84900 3.15006
O -1.99606 -1.67266 -0.11162
O 0.50262 1.29439 -1.42266
H -3.17417 1.25570 -1.47214
H 1.58359 1.48564 0.44186
C 0.71471 -0.93719 4.07607
H -1.09620 -1.62698 3.08906
H 0.62759 0.11941 3.82286
H -2.41173 -2.44150 -0.50192
C 0.92208 2.42368 -3.67935
H 1.27102 -1.77301 -2.40026
O 0.83985 -2.14499 -1.63088
H 1.02159 3.43951 -3.29686
Hg 0.03741 -0.51279 0.00302
H -1.34726 1.43259 1.70815
O 1.54195 0.76803 1.07394
H 0.68932 -3.06208 -1.86006
H -0.06846 2.25786 -4.10294
*
```

HOMO (alpha / beta) ... -0.418 / -0.418 hartree
DFT total energy ... -22968.8511 eV
Orbital gap (alpha / beta) ... 0.272 / 0.187 hartree
<S²> ... 0.754


C7H21AlCl2N2O2P as an isolated structure in a non-equilibrium geometry, computed with wB97M-V/def2-TZVPD.

```
! wB97M-V def2-TZVPD RIJCOSX def2/J DEFGRID3
* xyz -1 1
H -0.16691 1.36789 -2.83335
N 3.22041 1.55967 1.07837
H 2.29188 -3.59696 -0.61305
H 4.46658 -1.09774 1.24329
C -0.85931 2.90215 0.10968
O 4.03894 -1.96794 1.28112
H 0.44427 2.78956 -2.06300
H 0.59145 0.60724 1.42504
H -4.62363 -2.85281 -0.56720
H -1.88491 1.87598 -1.48579
H -2.56632 2.93875 1.43784
H -3.38315 -2.80666 -1.82691
H -2.71521 -4.11087 0.21967
H 1.49322 0.04669 -2.15177
Cl -3.70794 -0.71050 -0.80777
H 4.10347 1.07830 1.22171
C -1.51925 2.64875 1.46334
H -2.80589 -2.62543 1.17418
O 2.53357 -2.67363 -0.80160
H -1.48459 1.60416 1.75403
C 1.46732 0.92439 -1.50762
C 0.19989 1.74484 -1.87736
H 2.32091 1.53743 -1.79619
H 1.13607 -3.45660 1.25048
C -2.62925 -3.02531 0.17834
H 0.19515 3.14236 0.20319
H -1.35186 3.76852 -0.33011
Cl -0.94611 -2.65791 -0.25894
H -1.08963 0.79091 -0.38128
C -0.97886 1.74261 -0.89172
H -0.99960 3.21933 2.22633
P 2.50552 -1.86547 0.64680
Al 1.81690 0.43325 0.42759
C -3.62728 -2.48859 -0.81639
N 1.58557 -2.64740 1.66396
H 2.92859 1.86104 2.00509
*
```

HOMO ... -0.153 hartree
DFT total energy ... -55609.1133 eV
Orbital gap ... 0.252 hartree


C5H9GdMgO4 as an isolated structure in a non-equilibrium geometry, computed with wB97M-V/def2-TZVPD.

```
! wB97M-V def2-TZVPD RIJCOSX def2/J DEFGRID3
* xyz 1 9
H 1.30812 2.51292 -0.17687
O -3.08038 -1.84424 -0.94929
H -2.51630 -2.60516 1.93406
O 1.32922 0.54957 0.48554
H 3.20022 1.40690 0.32365
H -3.22204 -0.99578 2.02050
C 2.73372 0.41168 0.29080
C 0.70220 1.59729 -0.25877
H 1.63318 1.11077 -2.10349
O 0.14713 -0.16451 -1.77835
H 2.92688 -0.08255 -0.67062
C 0.59877 1.13558 -1.70377
H 3.17622 -0.22784 1.06330
H 0.07150 1.93514 -2.25750
C -2.66755 -1.67888 1.34541
C -3.60741 -2.03280 0.19599
Gd 0.26829 -0.74311 2.07370
O -1.49195 -1.01804 0.96282
Mg -1.22788 -1.11116 -0.95977
H -0.28195 1.84424 0.16264
*
```

ΔE to the lowest compared entry with this formula, charge and spin ... 0.0 kJ/mol
HOMO (alpha / beta) ... -0.360 / -0.360 hartree
DFT total energy ... -39792.9033 eV
Orbital gap (alpha / beta) ... 0.210 / 0.168 hartree
<S²> ... 20.032


C20H41N2OP3Tc as an isolated structure in a non-equilibrium geometry, computed with wB97M-V/def2-TZVPD.

```
! wB97M-V def2-TZVPD RIJCOSX def2/J DEFGRID3
* xyz 4 4
C -0.05080 2.67565 -2.21854
C 1.29855 0.96005 3.41257
H 2.59318 2.27607 -4.17639
H 1.37155 -1.93163 2.94838
H 2.40282 1.98363 0.71324
H -0.80913 2.25571 -2.89597
C 2.24738 3.88447 -1.29338
C -0.64741 -1.76129 -2.98991
H 3.27007 2.03955 -1.88764
C -0.98614 2.37002 2.37904
C 0.61212 2.26462 -4.87806
C 1.81322 -2.32359 2.03444
C -3.22473 -0.30116 1.90060
H 0.63980 1.04047 4.28400
H -3.23936 -0.69321 -1.44716
Tc -0.11660 -0.54671 0.29061
N 1.43623 -1.84362 0.76917
H -0.63288 -3.98369 0.04857
H -1.77295 -4.31564 -1.28938
H 2.09320 -2.33614 -1.21545
H 1.77891 -0.02438 3.37941
H -3.52748 -2.21825 -0.55257
H -0.54580 3.35693 2.57093
H -2.66411 -3.20985 0.88832
C 2.33001 2.57890 -1.72704
C 1.78828 1.68115 -4.63137
H -1.23663 -2.45433 -3.61053
C 2.14406 -2.50640 -0.14773
H -0.54768 0.91853 -0.37004
H -3.07183 0.73574 2.20283
O 1.01664 0.55023 -1.81555
C -0.88057 -3.74650 -0.99386
H 3.17096 4.31208 -0.88723
C 1.02792 4.56772 -1.18373
P -1.16011 -1.93386 -1.24154
C 1.56371 2.48497 1.20687
N 2.95885 -3.40042 0.46628
H 3.60089 -4.02796 -0.02986
H 3.28597 -3.87875 2.57554
H -2.18694 -1.01060 4.27300
H 0.42358 -1.99183 -3.07183
H -1.44097 -3.62439 2.10290
H 2.04327 0.65677 -4.94438
H 1.01525 3.09651 0.49039
H -3.67753 -0.32444 0.90808
P -1.62840 -1.20893 1.88224
H -3.28369 -2.26277 -2.31939
H 1.96481 3.16429 1.96959
C 1.09074 1.83849 -1.89664
H -0.90218 -2.18265 3.99404
H -0.15701 1.80961 -5.51019
C 2.75779 -3.29083 1.84514
H -1.01039 4.56718 -1.96811
C -2.25673 -2.93686 1.86108
H 0.94431 5.54786 -0.65549
H -0.52750 -0.45866 3.95757
H -0.04932 -4.05870 -1.63638
H 2.07535 1.73039 3.50932
H -3.05184 -3.05580 2.60653
H -3.89702 -0.78129 2.61868
H -1.73780 2.44900 1.58536
C -1.27687 -1.20163 3.69041
C -0.10106 3.98226 -1.78897
C -2.98703 -1.76171 -1.38919
H -0.82028 -0.72820 -3.32068
P 0.37920 1.24901 1.83020
H 0.42637 3.28423 -4.51007
H -1.45821 2.00457 3.29891
*
```

ΔE to the lowest compared entry with this formula, charge and spin ... 234.3 kJ/mol
HOMO (alpha / beta) ... -0.755 / -0.771 hartree
DFT total energy ... -56451.7400 eV
Orbital gap (alpha / beta) ... 0.222 / 0.173 hartree
<S²> ... 4.086


A 12-piece molecular cluster, C31H49BBr2I2N11 overall in a non-equilibrium geometry, computed with wB97M-V/def2-TZVPD.

```
! wB97M-V def2-TZVPD RIJCOSX def2/J DEFGRID3
* xyz -1 1
C 6.35499 1.64392 -0.37314
I -0.91892 1.59403 2.24671
H -1.12416 1.83889 -2.95447
H -9.49788 -4.37474 2.57903
N 9.47246 -1.20402 -1.97207
C 2.38744 -0.39774 -0.26541
H 0.62697 2.03894 4.97158
H 7.38627 -0.95285 -5.44187
H 11.81352 -2.02982 -3.98739
N 5.66231 2.55339 -0.60267
H -4.15186 -1.85290 3.90752
H 7.71892 0.13848 -0.99775
C -4.41497 -3.73004 2.94569
H 1.96075 2.47261 -0.64212
H -10.64179 -4.65298 1.24803
I 1.55813 4.48519 3.26927
C -8.29762 0.20665 2.56212
C 7.24133 0.47931 -0.08104
H 0.71374 1.32122 -2.53283
H -7.61561 0.98528 2.90593
C 1.01750 2.52606 -0.00603
C -4.27624 -2.24757 2.89877
H 8.01158 0.76933 0.63540
H -1.55529 4.44844 -5.97801
H 4.29813 -1.26859 7.95321
H 3.41573 2.60348 3.80718
C 4.63012 -0.09434 6.21233
N -8.98582 -1.36144 4.59611
H 1.62133 0.56329 4.61647
C -2.57337 2.70874 -5.30013
C 10.50500 -1.56172 -2.37755
C -9.15418 -3.18731 0.85013
H -6.19428 4.34723 -4.17645
N -1.19940 -2.38417 -0.87203
H -9.18625 0.67412 2.13741
H 2.70515 -1.35200 -2.33516
H 12.61251 -1.34459 -2.55618
B 1.03928 1.43714 1.25765
H -4.66577 0.19092 -3.22106
H -8.98496 -5.28615 1.14262
C 4.19330 -1.35947 6.87159
H 0.97843 3.60556 0.37541
C 1.08013 -0.10241 0.60648
C 7.83737 -1.45405 -4.58456
H 0.93650 -0.87492 -1.98180
H -1.88964 -4.59536 1.34466
C -2.42278 4.19163 -5.36968
C -6.37080 5.23837 -3.57315
N -8.80814 -2.19475 0.34742
Br 3.76843 -1.52123 0.64331
C 6.92899 -1.35479 -3.40481
C -4.24366 -0.33487 -2.36395
H 3.14910 -1.56071 6.62963
H -1.34336 -5.48066 -0.09423
H 12.03902 -3.02577 -2.53354
C -0.25710 1.82530 -2.21991
C 1.69346 1.68044 4.77311
C -5.17956 -0.24927 -1.20414
H -1.32405 2.71200 -0.55946
C -1.97605 -4.66613 0.25992
C 1.90536 -1.26712 -1.53965
C -0.29608 2.38770 -0.92168
H 4.80703 -2.19006 6.52187
H 0.18649 -0.23198 -0.09411
H 6.65360 -0.33825 0.33892
C -1.54172 -3.38142 -0.37172
H 8.00804 -2.50224 -4.83324
H -5.99807 5.06474 -2.56316
H -2.28701 4.59792 -4.36666
H -4.08064 -1.37900 -2.63185
H -3.01302 -4.88015 -0.00045
N -2.70647 1.54184 -5.26041
H 8.79114 -0.98153 -4.35656
N -5.90731 -0.18278 -0.29622
H 2.33108 1.87744 5.69887
H 3.18756 2.04459 1.51645
H -7.80327 -0.38427 1.78987
H 2.91660 0.51107 -0.66925
C 2.32405 2.44584 3.50083
C -5.66760 6.40826 -4.17865
H -3.31443 4.63374 -5.81585
N 4.98217 0.89997 5.69672
H 2.80675 0.55696 2.47595
H -5.16699 -1.80604 2.44984
C -9.59828 -4.45683 1.49616
H 1.64526 -2.29496 -1.11349
N -5.11675 7.31950 -4.65185
C 11.82720 -2.01985 -2.89693
C 2.37265 1.57493 2.17809
C -8.68380 -0.67285 3.70463
Br 0.78095 -1.52339 2.02323
N -4.51629 -4.89180 2.97003
N 6.19992 -1.27786 -2.49848
H -3.40417 -1.97690 2.30052
H -7.44265 5.43303 -3.52936
H -3.28563 0.11914 -2.10454
*
```

HOMO ... -0.170 hartree
DFT total energy ... -206293.2555 eV
Orbital gap ... 0.223 hartree


C18H22F6IrN3O10S2 as an isolated structure, computed with wB97M-V/def2-TZVPD.

```
! wB97M-V def2-TZVPD RIJCOSX def2/J DEFGRID3
* xyz 0 1
H 3.21591 -3.23917 0.73028
C 1.59019 0.58937 1.58558
C 2.48857 -1.29344 0.22403
F 0.60940 -4.20454 -5.74588
C 2.56753 -0.64783 3.91002
H -3.51537 2.31390 -2.48540
H -2.56941 3.32320 -3.59364
C 0.25702 -3.33077 -4.81249
O -0.37439 -0.95721 -2.62065
H -0.68436 -0.98590 2.48716
C 0.21024 4.03479 -2.99292
H 4.47895 -2.06326 0.37606
O 0.97378 -5.31207 -3.21957
C -3.55059 0.93494 2.93842
H 3.49495 -2.73587 -0.95284
F -2.86856 -3.62209 -2.44239
H 1.65949 3.14596 4.80031
O 1.90208 -0.95463 -0.82144
O 1.16923 1.25546 0.53105
F -1.07603 -3.26130 -4.76873
H 2.43583 2.06370 -1.00676
C 2.24297 -0.66742 1.50326
H -4.31122 0.38677 2.37665
H -1.99148 -1.19240 3.69096
O -1.53135 1.30218 1.74533
H 1.12199 2.59413 6.40447
C -2.19411 0.53971 2.40988
S 0.95161 -3.89016 -3.16967
N -0.18153 -3.47447 -2.10520
N -1.50698 1.20275 -1.34415
F -3.29209 -2.12573 -0.95573
H 2.92531 -1.09970 4.82408
O 2.15447 -3.14029 -3.00561
O -0.66899 -1.70720 -0.38532
H -3.70846 2.00136 2.79968
O 1.78080 1.11250 5.21504
C -1.75003 -0.87799 2.67502
C 1.12376 2.36481 5.34325
H -0.24402 4.03919 -3.98429
C -2.67455 2.99996 -2.55736
C -2.63620 -2.37079 -2.07402
O -2.57611 0.64705 -1.02476
N 0.80677 1.95669 -1.84264
C 2.73318 -1.24575 2.69463
H 0.92260 2.15721 2.84438
F 0.73126 -2.13558 -5.13569
C 1.91359 0.59862 3.97659
C 1.44244 1.21189 2.83341
S -0.78549 -2.12377 -1.79200
H -2.28913 -1.53360 1.98579
H -0.22353 4.86293 -2.43062
H 1.28082 4.18152 -3.08549
Ir 0.21570 0.29263 -0.98267
H 0.09614 2.30747 4.97771
F -3.03746 -1.55156 -3.03203
C -0.10216 2.74936 -2.30976
C -1.44684 2.30427 -2.07990
O 2.13025 2.33003 -1.89288
H -2.90371 3.87951 -1.95029
H -3.66291 0.66272 3.98873
H 3.24490 -2.19725 2.64901
C 3.48535 -2.40483 0.08203
*
```

ΔE to the lowest compared entry with this formula, charge and spin ... 169.4 kJ/mol
HOMO ... -0.304 hartree
DFT total energy ... -84778.5390 eV
Orbital gap ... 0.294 hartree


A 2-piece molecular cluster, CHF2IO overall in a non-equilibrium geometry, computed with wB97M-V/def2-TZVPD.

```
! wB97M-V def2-TZVPD RIJCOSX def2/J DEFGRID3
* xyz 0 1
I -6.52127 -0.11836 0.00138
O -1.12329 -1.08934 0.24290
F -0.97171 1.10452 0.38687
C -0.46687 -0.11880 0.19540
H 0.61120 -0.02937 -0.00061
F -4.96099 1.03326 -0.21777
*
```

ΔE to the lowest compared entry with this formula, charge and spin ... 119.9 kJ/mol
HOMO ... -0.378 hartree
DFT total energy ... -16635.0628 eV
SMILES string ... O=CF.FI
Orbital gap ... 0.321 hartree


A 2-piece molecular cluster, C2HBF3NO2 overall in a non-equilibrium geometry, computed with wB97M-V/def2-TZVPD.

```
! wB97M-V def2-TZVPD RIJCOSX def2/J DEFGRID3
* xyz 0 1
C 1.20499 -0.42545 -0.66642
B -1.07482 0.40966 0.55742
N -3.26882 0.60923 -0.81698
F 1.80096 -0.21855 0.65236
F 0.64481 -1.64845 -0.48194
C -2.33942 0.46041 -0.15236
H 0.60693 0.29951 1.68641
O -0.34512 0.51837 1.59392
F 2.36888 -0.46893 -1.35776
O 0.40161 0.46419 -1.01465
*
```

HOMO ... -0.435 hartree
DFT total energy ... -16504.1501 eV
Orbital gap ... 0.378 hartree